Record 1
Density functional theory data (the ωB97M-V functional and the def2-TZVPD basis) for an isolated molecule of C3H5NS2.

Last column: Löwdin charge in e.
Positions of all 11 atoms, in Å:
C (0.3896, 0.1217, 0.3229)  -0.710
C (-0.5172, 1.1398, -0.4837)  -0.466
C (-0.4076, -1.1595, 0.2335)  -0.327
H (2.4697, -0.9951, 0.4594)  -0.137
H (0.4108, 0.4864, 1.3562)  0.102
H (-0.1680, 1.1679, -1.4998)  0.051
H (-0.4323, 2.1374, -0.0429)  0.078
H (0.0223, -2.1556, 0.4329)  0.115
N (-1.6434, -1.1547, -0.0487)  -0.300
S (2.0649, -0.0008, -0.3424)  0.750
S (-2.1888, 0.4125, -0.3874)  0.843

Its total charge is 0. For the strongest force on any atom, the calculation gives 0.031 Eh/bohr. For the energy above the lowest of the compared OMol25 structures with the same formula, charge and spin, the calculation gives 92.3 kJ/mol. As for the LUMO energy: 0.7 eV.

Record 2
Density functional theory data (the ωB97M-V functional and the def2-TZVPD basis) for a structure of composition C3H5O2S2.

Last column: Löwdin charge in e.
Positions of all 12 atoms, in Å:
C (-1.4100, 0.2941, 1.9206)  -0.646
C (0.5642, -1.3464, 0.3213)  -0.426
C (0.6172, 1.1913, -0.9423)  -1.001
O (-1.8724, -0.7649, 1.9415)  0.086
O (-1.0821, 1.4174, 2.0720)  0.093
S (0.2805, 1.6186, -2.6300)  0.398
S (-0.5814, -0.0570, -0.3171)  0.682
H (1.1811, -1.7475, -0.5727)  0.057
H (-0.0627, -2.1477, 0.4855)  -0.045
H (1.0779, -1.2264, 1.3258)  0.057
H (0.2416, 2.0896, -0.3324)  -0.062
H (1.0462, 0.6789, -3.2721)  -0.194

Its total charge is -1. For the strongest force on any atom, the calculation gives 0.054 Eh/bohr. For the energy above the lowest of the compared OMol25 structures with the same formula, charge and spin, the calculation gives 241.2 kJ/mol. As for the LUMO energy: 3.6 eV.

Record 3
Density functional theory data (the ωB97M-V functional and the def2-TZVPD basis) for a cluster of 2 separate species, C3H5O2Si in total.

Last column: Löwdin charge in e.
Positions of all 11 atoms, in Å:
C (0.1437, 1.8285, -0.0520)  -0.149
C (0.6981, 0.8444, -0.7390)  -0.446
C (-1.7098, -1.4949, 0.3338)  -0.714
O (-2.3436, -0.5368, 0.0318)  0.002
O (-1.7312, -2.6267, 0.7717)  -0.048
Si (0.7479, -0.9002, -0.0337)  0.562
H (-0.0818, 2.7998, -0.2705)  -0.002
H (-0.2342, 1.4789, 0.8942)  0.023
H (1.1252, 0.9597, -1.7821)  0.035
H (1.2988, -0.5532, 1.3120)  -0.139
H (2.0869, -1.7994, -0.4661)  -0.126

Its total charge is -1. For the strongest force on any atom, the calculation gives 0.056 Eh/bohr. For the energy above the lowest of the compared OMol25 structures with the same formula, charge and spin, the calculation gives 70.8 kJ/mol. As for the LUMO energy: 4.2 eV.